Here is an isolated molecule of C5H7NO3 at a distorted geometry from OMol25. Energies are from ωB97M-V/def2-TZVPD.

Geometry (Å):
N1 -1.891 -1.419 0.738
C1 -1.888 -0.398 -0.148
O1 -2.898 0.030 -0.655
C2 -0.490 0.211 -0.512
C3 -0.055 1.417 0.257
C4 0.636 0.093 0.454
C5 2.038 -0.124 -0.173
O2 2.838 -0.923 0.243
O3 2.290 0.649 -1.242
H1 -1.046 -1.857 1.056
H2 -2.769 -1.873 0.935
H3 -0.298 0.171 -1.576
H4 -0.692 1.768 1.055
H5 0.477 2.193 -0.271
H6 0.551 -0.434 1.394
H7 3.196 0.495 -1.555

Atoms 1-6, force components in eV/Å:
N 0.098 -0.276 0.317
C 1.114 0.567 -0.651
O -0.123 0.136 -0.085
C -1.985 -0.564 0.528
C -0.015 -0.014 -0.091
C 2.297 -0.032 -0.886

E_tot   -475.21633 Ha
HOMO   -0.364 Ha
ΔE to the lowest compared entry with this formula, charge and spin   20.5 kcal/mol
Structure (SMILES)   NC(=O)[C@H]1C[C@@H]1C(=O)O
Orbital gap   10.514 eV

Results of the natural (NBO) charge analysis, in e, for atoms 1 through 2: -0.823 0.680


Here is an isolated molecule of C5H7NO3S at a distorted geometry from OMol25. Energies are from ωB97M-V/def2-TZVPD.

Geometry (Å):
C1 2.283 0.543 0.342
S1 2.323 -0.997 -0.603
O1 0.593 -0.681 -1.579
N1 -0.495 -0.519 -0.858
C2 -1.289 0.615 -0.932
O2 -0.849 1.699 -1.606
C3 -2.461 0.333 -0.310
C4 -2.375 -1.001 0.202
C5 -1.169 -1.509 -0.160
O3 -0.575 -2.691 0.090
H1 1.258 0.734 0.653
H2 2.663 1.367 -0.258
H3 2.900 0.399 1.225
H4 -0.068 1.432 -2.113
H5 -3.306 0.984 -0.228
H6 -3.137 -1.512 0.750
H7 0.332 -2.659 -0.254

Atoms 1-6, force components in eV/Å:
C 0.111 -0.301 -0.449
S -2.259 1.046 -0.634
O 2.507 -0.797 0.013
N -0.276 0.097 0.835
C -0.274 0.094 0.034
O 0.195 0.050 -0.081

E_tot   -873.25543 Ha
HOMO (spin up / spin down)   -0.273 / -0.273 Ha
ΔE to the lowest compared entry with this formula, charge and spin   68.7 kcal/mol
Structure (SMILES)   CSOn1c(O)ccc1O
Orbital gap (spin up / spin down)   6.069 / 6.069 eV

Results of the natural (NBO) charge analysis, in e, for atoms 1 through 2: -0.775 0.374


Here is a structure of composition C5H7NO3S at a distorted geometry from OMol25. Energies are from ωB97M-V/def2-TZVPD.

Geometry (Å):
C1 2.166 -0.600 -0.227
C2 -1.111 0.329 1.244
C3 0.801 0.023 -0.526
C4 0.969 -1.459 -0.575
C5 -0.140 -0.300 0.586
N1 -3.089 1.172 -0.790
O1 -3.498 -0.870 0.688
O2 -1.875 -0.949 -1.205
O3 0.275 -1.653 0.596
S1 -2.671 -0.234 -0.314
H1 2.936 -0.308 -0.783
H2 2.384 -0.629 0.857
H3 -1.723 -0.232 1.927
H4 -0.959 1.407 1.269
H5 0.724 0.671 -1.375
H6 0.882 -2.127 -1.346
H7 -3.775 1.573 -0.076

Atoms 1-6, force components in eV/Å:
C -3.482 -1.249 4.074
C 0.435 0.142 0.603
C -0.097 -0.046 -0.242
C 2.926 2.048 -0.130
C 2.192 -1.538 -0.730
N -0.448 -0.528 1.345

E_tot   -873.19588 Ha
HOMO   -0.354 Ha
ΔE to the lowest compared entry with this formula, charge and spin   106.1 kcal/mol
Orbital gap   9.398 eV

Results of the natural (NBO) charge analysis, in e, for atoms 1 through 2: -0.398 -0.679


Here is an isolated molecule of C5H7NO4 at a distorted geometry from OMol25. Energies are from ωB97M-V/def2-TZVPD.

Geometry (Å):
O1 -0.999 2.668 0.568
C1 -2.137 2.398 0.911
N1 -2.900 1.404 0.401
C2 -4.275 1.186 0.803
C3 -4.526 -0.266 1.142
O2 -4.106 -1.209 0.165
C4 -3.402 -1.173 1.393
C5 -1.999 -0.621 1.331
O3 -1.325 -0.432 2.314
O4 -1.416 -0.775 -0.058
H1 -2.637 2.954 1.730
H2 -2.470 0.815 -0.501
H3 -4.510 1.785 1.694
H4 -4.961 1.499 0.004
H5 -5.486 -0.481 1.617
H6 -3.522 -2.036 2.054
H7 -0.464 -0.621 0.004

Atoms 1-6, force components in eV/Å:
O -0.868 -0.342 0.063
C 0.968 0.484 0.071
N 0.820 -1.539 -3.035
C -0.085 -0.016 -0.163
C -0.203 0.085 0.083
O -0.164 -0.040 0.033

E_tot   -550.39247 Ha
HOMO   -0.367 Ha
ΔE to the lowest compared entry with this formula, charge and spin   28.6 kcal/mol
Structure (SMILES)   O=CNC[C@H]1O[C@H]1C(=O)O
Orbital gap   10.643 eV

Results of the natural (NBO) charge analysis, in e, for atoms 1 through 2: -0.593 0.537


Here is a cluster of 2 separate species, C5H7NO6PS in total at a distorted geometry from OMol25. Energies are from ωB97M-V/def2-TZVPD.

Geometry (Å):
C1 3.457 -1.735 -0.741
C2 -3.031 1.906 0.440
C3 2.767 -0.741 -0.083
C4 -3.196 0.704 0.349
C5 -3.356 -0.757 0.018
N1 -2.367 -1.483 0.452
O1 -0.393 -0.062 1.788
O2 -4.342 -1.163 -0.584
O3 1.689 1.525 1.350
O4 0.561 2.701 -0.830
O5 0.681 0.421 -1.996
O6 1.587 -0.858 0.453
P1 0.738 0.440 0.959
S1 -0.082 1.178 -0.997
H1 4.312 -1.605 -1.284
H2 3.188 -2.790 -0.946
H3 1.116 2.665 -0.025
H4 -2.888 2.832 0.938
H5 3.178 0.251 -0.017
H6 -1.404 -1.084 0.632
H7 -2.217 -2.346 0.124

Atoms 1-6, force components in eV/Å:
C -3.084 -0.177 1.650
C -0.487 -1.942 0.843
C 3.432 -1.664 -2.693
C -0.075 0.713 -0.534
C -1.803 2.101 -0.863
N 3.575 2.297 1.831

Charge   -1
E_tot   -1440.53634 Ha
HOMO   -0.192 Ha
ΔE to the lowest compared entry with this formula, charge and spin   18.0 kcal/mol
Orbital gap   8.665 eV

Results of the natural (NBO) charge analysis, in e, for atoms 1 through 2: -0.542 -0.218


Here is an isolated molecule of C5H7NOS at a distorted geometry from OMol25. Energies are from ωB97M-V/def2-TZVPD.

Geometry (Å):
C1 -1.853 -2.504 -1.431
C2 -0.277 -2.362 -1.070
C3 -0.029 -1.087 -0.391
C4 0.120 -0.570 0.918
C5 0.238 0.933 0.590
S1 1.085 2.357 1.551
N1 -0.034 1.240 -0.633
O1 -0.384 -0.071 -1.203
H1 -2.519 -1.608 -1.897
H2 -1.897 -3.386 -1.871
H3 -2.265 -2.359 -0.399
H4 0.247 -2.243 -2.019
H5 0.049 -3.416 -0.577
H6 0.866 -0.937 1.844
H7 2.272 1.666 2.467

Atoms 1-6, force components in eV/Å:
C 0.136 6.497 3.677
C -0.736 -2.022 -0.906
C -1.391 1.897 3.014
C 3.990 1.209 0.027
C 1.698 -0.972 1.434
S 1.175 -2.622 1.179

E_tot   -722.71623 Ha
HOMO   -0.347 Ha
ΔE to the lowest compared entry with this formula, charge and spin   126.7 kcal/mol
Structure (SMILES)   CCc1cc(S)no1
Orbital gap   9.490 eV

Results of the natural (NBO) charge analysis, in e, for atoms 1 through 2: -0.585 -0.463


Here is an isolated molecule of C5H7NOS3 at a distorted geometry from OMol25. Energies are from ωB97M-V/def2-TZVPD.

Geometry (Å):
C1 -0.585 -1.631 1.276
C2 -0.955 -0.330 0.575
C3 -2.125 0.452 0.627
C4 -2.186 1.514 -0.198
S1 -0.663 1.610 -1.095
C5 -0.151 0.201 -0.357
S2 1.839 -0.413 -0.714
N1 2.651 0.991 -1.179
O1 1.861 -1.168 -1.954
S3 2.738 -1.197 0.764
H1 0.339 -1.911 0.643
H2 -0.281 -1.304 2.318
H3 -1.436 -2.339 1.236
H4 -3.139 0.270 1.109
H5 -2.980 2.219 -0.355
H6 2.671 1.805 -0.537
H7 2.402 1.233 -2.158

Atoms 1-6, force components in eV/Å:
C 0.927 1.448 -0.528
C -0.106 -1.254 0.145
C -3.509 0.038 0.829
C 2.007 0.294 -0.946
S -1.158 1.035 -0.193
C 4.015 -0.843 -0.303

E_tot   -1519.18103 Ha
HOMO   -0.340 Ha
ΔE to the lowest compared entry with this formula, charge and spin   17.8 kcal/mol
Structure (SMILES)   Cc1ccsc1[S@](N)(=O)=S
Orbital gap   9.273 eV

Results of the natural (NBO) charge analysis, in e, for atoms 1 through 2: -0.631 -0.091


Here is a structure of composition C5H7NS at a distorted geometry from OMol25. Energies are from ωB97M-V/def2-TZVPD.

Geometry (Å):
C1 0.351 -0.462 1.030
C2 0.460 0.900 0.377
C3 0.278 -0.880 -0.295
C4 -0.947 -0.435 -0.887
C5 -0.864 0.992 -0.335
H1 1.284 -0.719 1.454
H2 -0.472 -0.795 1.531
H3 1.028 1.707 1.029
H4 2.067 0.109 -0.138
H5 0.530 -1.907 -0.531
H6 -1.305 -0.657 -1.862
H7 -1.288 1.992 -0.846
N1 1.252 0.197 -0.718
S1 -2.374 -0.042 0.192

Atoms 1-6, force components in eV/Å:
C 0.901 1.240 2.562
C 0.552 1.820 2.137
C 3.157 -4.367 -3.833
C -2.733 3.112 -0.073
C -3.327 2.288 -1.620
H 0.831 -0.428 0.824

E_tot   -647.51787 Ha
HOMO   -0.321 Ha
ΔE to the lowest compared entry with this formula, charge and spin   87.3 kcal/mol
Orbital gap   9.618 eV

Results of the natural (NBO) charge analysis, in e, for atoms 1 through 2: -0.421 -0.106